No. 1
{"formula": "C7H13NO2S", "method": "ωB97M-V/def2-TZVPD", "symbols": ["C", "C", "C", "C", "C", "C", "C", "N", "O", "O", "S", "H", "H", "H", "H", "H", "H", "H", "H", "H", "H", "H", "H", "H"], "positions_angstrom": [[1.8494, -1.8242, -1.6525], [-0.0579, 0.9058, -1.5148], [1.5687, -1.7787, -0.3796], [-0.4716, 0.5364, -0.3662], [0.5488, 1.5054, 1.6411], [1.6906, -0.5521, 0.4735], [0.3889, 0.1677, 0.7990], [-3.0907, -0.4809, -0.1790], [-2.2332, 0.8116, 1.8459], [-3.0154, 2.0370, -0.0388], [-2.3673, 0.8621, 0.4086], [1.6024, -2.6724, -2.3028], [2.4318, -0.9719, -2.1088], [-0.6575, 1.1956, -2.4323], [0.9020, 0.4634, -1.7712], [1.1374, -2.6887, 0.1156], [1.0424, 1.1829, 2.5696], [1.2053, 2.0815, 0.9675], [-0.3850, 2.0244, 1.6794], [2.3558, 0.2824, -0.0795], [2.2171, -0.9681, 1.3888], [-0.1789, -0.4598, 1.5659], [-3.4402, -1.0573, 0.5046], [-3.0429, -0.6020, -1.1340]], "atomic_forces_ev_per_a": [[1.195, 0.447, -1.933], [-0.174, -0.400, -4.532], [-1.313, -0.591, 1.161], [-2.958, 0.484, 4.237], [1.913, -1.502, -2.021], [2.324, 1.169, -0.470], [-1.677, -0.703, 2.486], [1.126, 2.567, 1.462], [-0.372, -1.341, -0.429], [-0.315, 0.966, -1.547], [2.794, -0.361, 0.003], [0.374, 0.268, 0.390], [-0.920, -0.938, 0.275], [0.540, 0.085, 1.584], [0.185, 0.703, -0.075], [0.163, 0.973, -0.444], [-0.390, 0.819, -0.078], [0.170, 0.275, 0.762], [-0.276, 0.138, 0.737], [-0.932, -2.035, 1.247], [-0.545, 1.330, -0.593], [0.342, 0.311, -1.407], [-1.033, -1.922, 1.198], [-0.219, -0.742, -2.011]], "nbo_charge": [-0.402, -0.460, -0.179, -0.096, -0.574, -0.444, -0.306, -1.083, -0.951, -0.926, 2.224, 0.209, 0.188, 0.230, 0.219, 0.203, 0.216, 0.193, 0.237, 0.199, 0.234, 0.238, 0.418, 0.413], "homo_energy_ha": -0.35738, "de_lowest_kj_mol": 393.9, "lumo_ev": 0.53, "gap_ev": 10.3, "spin_multiplicity": 1}

No. 2
{"formula": "C4H5N3", "method": "ωB97M-V/def2-TZVPD", "symbols": ["C", "C", "C", "C", "H", "H", "H", "H", "H", "N", "N", "N"], "positions_angstrom": [[1.6363, 0.3196, -1.6532], [0.4844, 0.4717, -0.7457], [-1.0583, 0.8395, 0.5736], [-0.3922, -0.5381, 0.9663], [-1.3103, 1.6018, 1.4070], [-1.9224, 0.6116, -0.2119], [-1.1307, -1.2198, 1.2163], [0.4077, -0.6655, 1.8342], [0.8672, -1.7585, -0.2309], [2.3430, -0.2199, -2.5106], [-0.1141, 1.4836, -0.3331], [0.1893, -0.9259, -0.3120]], "atomic_forces_ev_per_a": [[3.617, -3.127, -6.137], [4.036, -3.449, -2.060], [-1.604, 0.429, 0.480], [0.822, 0.245, 1.393], [-0.002, -1.724, -1.312], [0.952, 0.301, 2.392], [-1.706, -1.262, 0.661], [-1.482, 1.224, -1.507], [-0.839, 2.552, -0.759], [-4.294, 3.868, 5.784], [0.451, -0.795, 0.214], [0.047, 1.738, 0.850]], "nbo_charge": [0.236, 0.303, -0.275, -0.247, 0.233, 0.215, 0.202, 0.182, 0.423, -0.274, -0.367, -0.632], "homo_energy_ha": -0.36375, "de_lowest_kj_mol": 331.1, "lumo_ev": 0.28, "gap_ev": 10.2, "spin_multiplicity": 1}